DFT (the ωB97M-V functional and the def2-TZVPD basis) results for 2 unconnected molecules or ions with the total composition C9H14.

Geometry as XYZ:
```
23
Properties=species:S:1:pos:R:3:forces:R:3:nbo_charge:R:1
C -1.603 1.518 2.440 0.112 0.179 1.130 -0.637
C -0.743 1.465 1.228 0.074 0.016 -0.766 0.004
C 0.506 2.066 1.158 0.168 0.204 -0.354 -0.228
C 1.361 1.788 0.092 0.106 -0.299 -0.726 -0.199
C 0.973 0.952 -0.952 -0.816 0.349 1.034 -0.226
C -0.330 0.442 -0.917 1.002 -0.416 -1.101 -0.204
C -1.168 0.690 0.136 -0.159 0.364 0.899 -0.224
H -1.499 0.548 2.939 -0.338 0.027 -0.018 0.223
H -2.656 1.737 2.285 -0.091 -0.217 -0.374 0.220
H -1.277 2.240 3.196 0.232 0.077 -0.293 0.216
H 0.793 2.833 1.867 0.088 -0.302 0.323 0.211
H 2.353 2.202 0.006 0.095 0.349 0.372 0.209
H 1.631 0.737 -1.780 0.073 -0.027 -0.023 0.213
H -0.579 -0.192 -1.763 -0.552 0.034 0.183 0.211
H -2.186 0.331 0.199 0.000 -0.350 -0.296 0.210
C 1.095 -3.207 -1.127 0.918 -0.916 0.056 -0.611
C -0.047 -3.945 -1.789 -1.176 0.001 -0.189 -0.611
H 1.214 -2.178 -1.450 -0.095 0.098 0.064 0.207
H 1.092 -3.278 -0.039 -0.566 0.383 0.059 0.208
H 2.028 -3.746 -1.340 -0.021 0.267 -0.358 0.200
H -0.197 -4.951 -1.392 0.251 -0.025 0.058 0.204
H 0.023 -4.045 -2.874 0.498 0.028 0.015 0.203
H -1.024 -3.460 -1.670 0.195 0.177 0.305 0.199
```
Forces are in eV/Å.

gap between HOMO and LUMO: 0.3672 Eh
HOMO: -0.32999 hartree
ΔE to the lowest compared entry with this formula, charge and spin: 8.5 kcal per mole
structure (SMILES): Cc1ccccc1.CC